# CH7O2

2 unconnected molecules or ions with the total composition CH7O2 (the ωB97M-V functional and the def2-TZVPD basis, the Open Molecules 2025 dataset).

Structure (XYZ):
```
10
CH7O2 the ωB97M-V functional and the def2-TZVPD basis
O 1.1381 -1.0448 -1.1699
H 1.9125 -0.4611 -1.0264
H 1.1779 -1.4375 -2.0507
H -1.5310 -0.8011 0.4621
C -0.5356 0.9610 0.8831
O -0.7071 -0.3572 0.2439
H 0.0832 1.5533 0.2075
H -0.1529 0.8088 1.8973
H -1.5097 1.4450 0.9395
H 0.1246 -0.6663 -0.3863
```

Molar mass = 51.065 g mol⁻¹
Max |F| = 1.34 eV/A
Net charge = +1
Orbital gap = 0.511 Ha
ΔE to the lowest compared entry with this formula, charge and spin = 16.9 kJ/mol



# C7H6N2O

A single C7H6N2O molecule (the ωB97M-V functional and the def2-TZVPD basis, the Open Molecules 2025 dataset).

Structure (XYZ):
```
16
C7H6N2O the ωB97M-V functional and the def2-TZVPD basis
C -0.4744 0.6722 -1.3826
C -0.2812 -0.6543 -1.2004
C -0.3471 1.5989 -0.2768
C 0.0004 -1.1451 0.1554
C -0.0293 1.2449 0.9962
C 0.4823 -0.0746 1.1830
C 0.8319 -2.3511 0.4791
N 1.4803 -1.8684 1.7196
N 1.2775 -0.4778 2.0922
O 1.0382 -3.4625 0.1278
H -0.8389 1.1145 -2.3989
H -0.5119 -1.4962 -1.9623
H -0.5859 2.7095 -0.3786
H -1.0561 -1.6267 0.4699
H -0.0784 2.0278 1.6618
H 2.2953 -2.1965 2.2196
```

Molar mass = 134.138 g mol⁻¹
Max |F| = 5.12 eV/A
Net charge = 0
Orbital gap = 0.307 Ha
ΔE to the lowest compared entry with this formula, charge and spin = 190.9 kJ/mol
SMILES = O=C1NN=C2C=CC=C[C@@H]12



# C13H11AsCl2CoF6N2O6

A molecular structure, C13H11AsCl2CoF6N2O6 (the ωB97M-V functional and the def2-TZVPD basis, the Open Molecules 2025 dataset).

Structure (XYZ):
```
42
C13H11AsCl2CoF6N2O6 the ωB97M-V functional and the def2-TZVPD basis
Co -0.0263 0.0527 0.0200
O 0.1515 -0.0821 1.9156
N 1.3704 -0.1311 2.3267
N 2.2381 0.0344 1.4277
O 1.9339 0.2533 0.1714
C 3.6287 -0.0174 1.7849
C 4.5561 0.1322 0.7703
C 5.9056 0.0792 1.0926
C 6.3102 -0.1204 2.4023
C 5.3586 -0.2688 3.4044
C 4.0082 -0.2188 3.1049
H 4.2141 0.2809 -0.2420
H 6.6425 0.1905 0.3081
H 7.3639 -0.1656 2.6454
H 5.6669 -0.4298 4.4291
H 3.2582 -0.3410 3.8710
O -1.3553 2.4094 -2.3336
Cl -0.1524 1.9278 -1.7592
O 0.9907 2.5744 -2.2831
O -0.0456 0.4425 -1.9299
O -0.2022 2.0348 -0.2738
F 0.3304 -1.8536 -0.1558
As 0.1271 -3.5909 0.4106
F 1.0517 -3.1579 1.8005
F -1.3178 -3.1049 1.2350
F -0.0559 -5.2203 0.9291
F -0.7987 -3.8487 -1.0207
F 1.5753 -3.9365 -0.4528
Cl -4.3516 2.0667 5.0778
C -3.6489 1.4179 3.6093
C -3.4525 2.2550 2.5268
C -2.9136 1.7267 1.3636
C -2.5668 0.3782 1.2717
C -1.9801 -0.1583 0.0265
C -2.7607 -0.4343 2.3911
C -3.3059 0.0781 3.5568
H -3.7166 3.3015 2.5953
H -2.7472 2.3720 0.5094
H -2.2746 0.4028 -0.8572
H -2.1085 -1.2288 -0.1114
H -2.4644 -1.4733 2.3447
H -3.4592 -0.5521 4.4222
```

Molar mass = 609.988 g mol⁻¹
Max |F| = 0.60 eV/A
Net charge = -1
Orbital gap (alpha / beta) = 0.306 / 0.304 Ha
ΔE to the lowest compared entry with this formula, charge and spin = 20.4 kJ/mol



# C4H5NO2

A single C4H5NO2 molecule (the ωB97M-V functional and the def2-TZVPD basis, the Open Molecules 2025 dataset).

Structure (XYZ):
```
12
C4H5NO2 the ωB97M-V functional and the def2-TZVPD basis
C -1.1186 1.3761 1.3166
O -1.1847 0.7689 0.0270
C -0.1526 -0.0197 -0.2746
N 0.8761 -0.1975 0.5172
O 1.7215 -1.0416 -0.1768
C 1.1673 -1.3477 -1.3551
C -0.0328 -0.7422 -1.4976
H -1.4163 0.6559 2.0857
H -0.1019 1.7176 1.5239
H -1.8124 2.2162 1.2908
H 1.7492 -2.0073 -1.9823
H -0.7334 -0.7844 -2.3160
```

Molar mass = 99.089 g mol⁻¹
Max |F| = 0.43 eV/A
Net charge = 0
Orbital gap = 0.394 Ha
ΔE to the lowest compared entry with this formula, charge and spin = 212.8 kJ/mol
SMILES = COc1ccon1



# C3H3Cl2N

A molecular structure, C3H3Cl2N (the ωB97M-V functional and the def2-TZVPD basis, the Open Molecules 2025 dataset).

Structure (XYZ):
```
9
C3H3Cl2N the ωB97M-V functional and the def2-TZVPD basis
C 0.9714 1.8402 -1.9620
C -0.0543 0.1401 -0.0637
C -0.5394 1.3851 -0.7794
N 1.8622 2.0394 -2.6925
Cl -0.6333 2.8401 0.2846
Cl -1.8442 1.2636 -1.8276
H -0.7465 -0.1333 0.8037
H 0.8574 0.1042 0.4559
H -0.0029 -0.5422 -0.9015
```

Molar mass = 123.970 g mol⁻¹
Max |F| = 5.20 eV/A
Net charge = 0
Orbital gap = 0.412 Ha
ΔE to the lowest compared entry with this formula, charge and spin = 214.0 kJ/mol



# C6H4

A single C6H4 molecule (the ωB97M-V functional and the def2-TZVPD basis, the Open Molecules 2025 dataset).

Structure (XYZ):
```
10
C6H4 the ωB97M-V functional and the def2-TZVPD basis
C -2.8237 -0.4838 -0.0172
C -1.9194 0.4751 -0.0135
C -0.5017 0.2337 -0.0164
C 0.6729 0.0136 0.0760
C 2.0516 -0.0503 0.0220
C 3.2437 -0.1103 -0.0449
H -3.9012 -0.2803 -0.0378
H -2.4998 -1.5250 0.0391
H -2.2310 1.5265 0.0141
H 4.2911 -0.1891 -0.0512
```

Molar mass = 76.098 g mol⁻¹
Max |F| = 1.19 eV/A
Net charge = 0
Orbital gap = 0.350 Ha
ΔE to the lowest compared entry with this formula, charge and spin = 0.0 kJ/mol
SMILES = C#CC#CC=C



# C6H7N

A single C6H7N molecule (the ωB97M-V functional and the def2-TZVPD basis, the Open Molecules 2025 dataset).

Structure (XYZ):
```
14
C6H7N the ωB97M-V functional and the def2-TZVPD basis
C -3.2840 -0.0176 0.2477
C -1.3115 0.1074 -1.5322
C -2.2136 -0.0041 -0.6089
C -0.4044 0.0041 -0.4380
C 0.1479 1.2344 0.1583
C 0.2524 -1.1924 0.1771
N -4.1922 -0.1663 0.9760
H -1.4946 0.2484 -2.6144
H 0.4456 0.9890 1.2276
H -0.7869 1.8702 0.1349
H 0.8270 1.7034 -0.4738
H -0.1133 -1.2221 1.1496
H 1.3385 -1.0780 0.3482
H 0.1132 -2.0633 -0.4609
```

Molar mass = 93.129 g mol⁻¹
Max |F| = 3.96 eV/A
Net charge = 0
Orbital gap = 0.337 Ha
ΔE to the lowest compared entry with this formula, charge and spin = 427.5 kJ/mol
SMILES = CC1(C)C=C1C#N



Q: Number 6 is which compound?
A: C6H4



Q: Which formula does entry 2 have?
A: C7H6N2O



Q: Which formula does entry 4 have?
A: C4H5NO2



Q: What is the molar mass in the sixth record?
A: 76.098 g mol⁻¹